(1)
This record from the Open Molecules 2025 dataset describes a molecular structure, C13H16N2O7V at a distorted geometry. The level of theory is ωB97M-V with the def2-TZVPD basis set.

```
39
Properties=species:S:1:pos:R:3:forces:R:3:lowdin_charge:R:1
C 4.35995 -0.71427 -0.49447 -0.5 -0.2 0.2 -0.04
C 3.12543 -1.17818 0.53105 -1.7 -5.2 -2.8 -0.29
O 2.48676 -2.31864 0.16367 3.4 7.1 2.6 -0.07
N 2.79431 -0.40098 1.78937 -0.4 -1.5 -1.0 -0.03
C 1.31570 -0.01163 1.84581 -0.6 0.2 0.3 -0.21
C 1.11382 1.61234 1.94530 0.8 0.8 -0.3 -0.17
C 0.08642 2.24533 0.81865 0.5 0.9 -0.3 -0.17
C -1.32976 1.42238 0.65960 0.6 -1.2 -1.2 -0.13
C -1.27317 0.51175 -0.71424 -0.4 -1.4 0.1 -0.03
C -1.41309 -0.97320 -0.77605 0.5 2.2 -0.4 0.04
C -1.67685 -1.82449 0.60010 -0.8 0.7 0.7 -0.10
O -2.06183 -3.23035 0.40154 -0.2 3.7 0.3 -0.13
N -0.97776 -4.04633 0.36576 -2.2 -4.6 -3.6 0.01
O -1.38664 -5.02145 -0.28974 2.8 2.9 2.9 0.04
C -1.26482 -1.64898 -2.29692 -2.2 -4.0 -2.0 -0.14
O -1.99168 -2.69914 -2.72062 4.9 7.0 3.1 0.02
C -0.11650 -0.90921 -3.26198 0.1 4.4 1.0 0.05
C 0.02891 0.59546 -3.19694 -1.6 -4.1 1.2 0.04
C -1.03325 1.34516 -2.14448 -1.7 3.6 -1.5 -0.18
O -1.66119 2.49825 -2.41906 3.9 -7.2 2.1 -0.01
H 5.36615 -1.16295 -0.09779 -1.9 0.9 -0.5 0.09
H 4.17305 -1.21328 -1.55937 0.2 1.1 2.5 0.10
H 4.45823 0.45488 -0.58748 -0.2 -2.4 0.3 0.08
H 2.98648 -1.07219 2.57873 -0.2 0.9 -1.1 0.13
H 0.84509 -0.48020 2.82559 0.8 0.7 -2.3 0.14
H 0.83067 -0.42261 0.86322 0.6 0.7 2.0 0.09
H 2.17972 2.09379 1.71081 -2.3 -1.0 0.5 0.13
H 0.82856 1.99896 3.02225 0.4 -1.1 -2.2 0.12
H -0.20703 3.36632 1.05533 0.8 -2.4 -0.3 0.13
H 0.71830 2.29842 -0.19231 -1.7 -0.3 2.0 0.13
H -2.24307 2.16602 0.51930 1.4 -0.9 0.3 0.09
H -1.51830 0.81013 1.64008 0.2 0.9 -2.1 0.13
H -0.79565 -1.79976 1.37317 -1.3 0.2 -1.8 0.13
H -2.59999 -1.30059 1.14364 1.9 -1.2 -1.3 0.16
H 0.61984 -1.49400 -3.95882 -1.9 0.9 1.5 0.14
H 0.83315 1.18014 -3.81963 -2.0 -1.1 1.3 0.13
O -3.71912 3.27558 1.82248 -3.6 -0.3 -1.7 -0.42
V -5.19999 3.10770 0.89232 -0.4 -0.6 -2.0 1.37
O -6.68085 2.93982 -0.03785 4.3 0.7 3.5 -0.39
```
Forces are in eV/Å.

Results
strongest force on any atom	9.09	eV/A
charge	+1
HOMO-LUMO gap	0.09044	Ha
HOMO energy	-12.35	eV
E_tot	-56711.7816	eV

***

(2)
This record from the Open Molecules 2025 dataset describes a molecular structure, C13H16N2RhS at a distorted geometry. The level of theory is ωB97M-V with the def2-TZVPD basis set.

```
33
Properties=species:S:1:pos:R:3:forces:R:3:lowdin_spin:R:1
Rh 0.44124 1.37317 -1.46114 0.4 0.2 -0.1 2.21
C -1.38199 0.15369 -5.02013 -0.2 -0.2 -0.2 0.04
C -0.56544 1.03882 -4.18048 0.1 0.1 0.1 0.16
C 0.85363 0.89930 -4.12921 0.0 0.0 0.1 0.14
C 1.65492 1.86317 -3.51962 -0.1 0.2 -0.2 0.06
C 1.05956 2.98197 -2.87870 -0.1 0.3 -0.4 0.09
C -0.35789 3.10303 -2.86139 0.0 0.1 -0.3 0.06
C -1.15113 2.13136 -3.47696 0.1 0.0 0.1 0.12
H -1.42697 0.59763 -6.03008 0.0 0.1 0.1 0.02
H -2.41678 0.07710 -4.68876 0.0 0.0 0.1 0.00
H -0.93864 -0.83116 -5.16548 0.0 0.0 0.1 0.00
H 1.31681 0.06774 -4.64862 0.0 0.0 0.1 0.00
H 2.73337 1.80410 -3.61221 0.0 -0.1 0.2 0.00
H 1.67456 3.80505 -2.53229 0.0 -0.1 0.2 0.01
H -0.81902 4.00058 -2.46564 0.0 -0.1 0.2 0.00
H -2.22716 2.25896 -3.51044 0.0 0.0 0.1 0.00
C -1.15520 -0.02839 5.19478 -0.2 0.3 0.2 0.00
C -0.48064 -0.70639 4.06831 0.0 0.0 0.1 0.03
C 0.16381 -1.93442 4.18528 0.3 -0.3 -0.4 0.11
C 0.80751 -2.50979 3.07280 -0.5 0.4 0.9 -0.01
N 0.75367 -1.84647 1.90507 0.3 -0.2 -0.9 0.09
C 0.12842 -0.72194 1.79251 0.1 0.0 0.5 0.06
S -0.02705 -0.06071 0.18650 -0.5 -0.4 0.1 0.76
N -0.48093 -0.11883 2.84984 -0.1 0.0 0.0 0.03
C 1.51421 -3.79659 3.14891 0.2 -0.3 -0.1 -0.01
H -1.06836 -0.60455 6.11131 0.0 0.0 0.0 0.00
H -2.21950 0.11836 4.98552 0.0 -0.1 -0.1 0.00
H -0.72776 0.96312 5.37276 0.1 0.0 0.0 0.00
H 0.17073 -2.44817 5.13682 0.0 0.1 0.0 0.00
H -0.94975 0.77476 2.73664 -0.1 0.0 0.0 0.00
H 1.48132 -4.22874 4.14486 0.0 0.0 0.0 0.00
H 2.55948 -3.67083 2.85191 0.0 0.1 0.0 0.00
H 1.08098 -4.50494 2.43732 0.0 0.0 0.0 0.00
```
Forces are in eV/Å.

Results
strongest force on any atom	1.13	eV/A
2S+1	5
charge	+3
HOMO-LUMO gap (spin up / spin down)	0.35922 / 0.22012	Ha
HOMO energy (spin up / spin down)	-20.05 / -20.17	eV
E_tot	-30532.0311	eV
⟨S²⟩	6.04

***

(3)
This record from the Open Molecules 2025 dataset describes a single C13H16N4O2 molecule at a distorted geometry. The level of theory is ωB97M-V with the def2-TZVPD basis set.

```
35
Properties=species:S:1:pos:R:3:forces:R:3:lowdin_charge:R:1
O -1.67569 -2.53472 -2.68697 0.5 1.4 2.6 0.02
N 2.41815 4.09625 3.64831 1.1 1.7 -0.2 0.00
O 1.24128 -2.57884 -2.61544 5.2 0.6 4.6 -0.04
C -1.66732 -1.79924 -1.66429 -1.9 0.1 -1.5 -0.43
C 1.84887 2.95626 3.46767 -0.7 -1.2 -2.1 -0.11
C 1.35697 2.85338 2.05135 0.4 -1.1 1.4 -0.16
C 1.70212 4.04381 1.47759 0.5 0.7 0.8 -0.05
C 0.48376 1.61385 -0.03108 0.1 -1.5 1.7 0.00
C 0.61616 0.42519 2.06443 0.4 -0.2 1.3 -0.04
C 0.04895 0.42038 -0.68034 0.7 1.0 1.6 0.01
C 0.15853 -0.74481 1.44283 -0.1 0.2 -2.0 -0.01
C 0.82836 1.62014 1.38479 -1.0 0.2 -1.8 -0.18
C -0.12972 -0.80658 0.06119 -0.2 4.1 -0.4 -0.25
N 2.35759 4.79954 2.47722 -0.5 -0.4 -1.3 -0.04
N -2.75177 -0.92006 -1.45713 1.8 0.4 0.6 0.02
N -0.72353 -1.87688 -0.59241 -0.2 -1.8 -0.4 -0.02
C -3.80724 -0.60518 -2.44370 0.0 -2.5 1.1 -0.06
C 1.33430 -3.09986 -1.20548 0.5 1.6 -0.1 -0.15
C -0.02799 -3.17971 -0.45266 -1.0 -0.6 -4.7 -0.11
H 0.44993 -2.77661 -2.96004 -5.0 -1.3 -1.8 -0.03
H 1.89682 2.17890 4.26420 -0.3 0.9 -0.8 0.12
H 1.47502 4.40006 0.45287 0.5 -0.1 1.0 0.12
H 0.56750 2.57149 -0.53120 0.0 -0.3 -0.5 0.09
H 0.82937 0.43157 3.16746 -0.3 -0.3 -1.2 0.12
H -0.10080 0.49861 -1.75118 -0.2 -0.4 0.1 0.11
H 0.00427 -1.70160 1.86154 0.0 -0.5 1.5 0.09
H 2.96084 5.64189 2.28587 -1.2 -1.5 0.8 0.17
H -2.65094 -0.28530 -0.66875 0.0 -0.3 -0.3 0.12
H -4.47433 0.19443 -2.12100 0.4 0.0 0.1 0.08
H -3.41647 -0.47203 -3.42105 0.5 0.5 -0.8 0.06
H -4.37764 -1.55988 -2.49449 -0.1 0.8 -0.2 0.09
H 1.94188 -2.38556 -0.55181 -0.5 -0.4 -1.4 0.12
H 1.93888 -4.01032 -1.23372 -0.5 -0.2 0.1 0.11
H -0.68157 -3.88145 -1.08562 0.8 0.7 1.3 0.14
H 0.02547 -3.52716 0.54104 0.2 -0.2 1.2 0.10
```
Forces are in eV/Å.

Results
strongest force on any atom	6.95	eV/A
charge	0
HOMO-LUMO gap	0.31850	Ha
SMILES	CNC(=O)N(CCO)c1ccc(-c2cn[nH]c2)cc1
HOMO energy	-8.02	eV
E_tot	-23794.2843	eV